DFT (the ωB97M-V functional and the def2-TZVPD basis) results for a structure of composition C18H37OP3PbSe.

For the energy relative to the best compared isomer or geometry (same formula, charge and spin), the calculation gives 16.8 kcal/mol. The highest occupied orbital energy (spin up / spin down) is -19.417 / -19.364 eV. For the largest force on an atom, the calculation gives 0.1107 hartree/bohr. The total energy comes out at -4399.85643 hartree. Its orbital gap (spin up / spin down) is 4.1041 / 4.0208 eV.

ORCA input file:
```
! RIJCOSX wB97M-V def2-TZVPD def2/J DEFGRID3
* xyz 4 1
Pb -0.50693 -2.19839 1.82808
P 0.20276 1.59398 2.99852
P -2.41150 0.24086 1.28567
P 2.23866 -0.41398 1.28444
H -1.44388 -3.53860 -6.02021
C -0.62107 -4.20276 -5.72620
C -0.74317 -4.98189 -4.64454
H -1.68178 -5.04308 -4.10581
C 0.35947 3.08703 1.95067
C -1.07071 2.19233 4.14527
C 1.62274 1.88526 4.09117
C -3.18239 -0.61333 -0.14706
C -3.84766 0.14426 2.43554
C -2.79001 1.94905 0.68152
C 2.78902 -1.44262 -0.15123
C 3.64081 -0.88828 2.38375
C 3.07455 1.12186 0.64864
H 0.25592 -4.21472 -6.41035
H 0.06909 -5.64892 -4.34836
H 0.45049 3.96657 2.59839
H -0.52179 3.18361 1.30972
H 1.24846 2.99452 1.32030
H -0.75814 3.17320 4.52473
H -1.15860 1.49225 4.97972
H -2.02916 2.28300 3.62345
H 1.51647 2.89155 4.51494
H 2.54176 1.82131 3.50147
H 1.62916 1.14662 4.89792
H -4.24376 -0.32983 -0.18252
H -3.08691 -1.69762 -0.01937
H -2.68343 -0.28543 -1.06868
H -4.68959 0.70155 1.99007
H -3.57562 0.59577 3.39867
H -4.12922 -0.90868 2.56926
H -3.86971 1.99258 0.48314
H -2.26218 2.12850 -0.27505
H -2.50472 2.70569 1.41972
H 3.88868 -1.39674 -0.21079
H 2.35029 -1.02908 -1.06571
H 2.45888 -2.47496 0.00865
H 4.57406 -0.80558 1.80281
H 3.50175 -1.92247 2.71316
H 3.68078 -0.21381 3.24436
H 4.11811 0.85680 0.42493
H 3.06239 1.92820 1.38895
H 2.58386 1.45023 -0.27571
C -0.05002 0.42701 -2.85331
C -0.46603 -0.90473 -2.97130
C -0.35425 -1.54025 -4.20740
C 0.21955 -0.89433 -5.29563
C 0.68754 0.41349 -5.15629
C 0.58527 1.06405 -3.93596
Se -0.25117 1.45446 -1.24256
H 0.90294 0.72943 -0.54579
H -0.86215 -1.44210 -2.10607
H -0.71725 -2.55918 -4.29741
H 0.32168 -1.35624 -6.27113
H 1.08332 0.97330 -5.99734
H 0.98117 2.07439 -3.80691
O -0.04089 -0.88116 5.02582
C -0.08595 -0.83396 3.86526
*
```